128
Properties=species:S:1:pos:R:3:forces:R:3:mulliken_charge:R:1 method="wB97M-V/def2-TZVPD" relative_energy_ev=1.207 orbital_gap_ev="3.78 / 4.41" total_charge=-2 spin_multiplicity=2 e_homo_ev="-0.09 / -0.73" molar_mass_g_mol=1244.0
Hg -1.01160 -0.85631 0.49580 0.145 0.045 1.284 3.21
C 4.62390 0.85349 1.99760 -0.005 0.028 -0.065 -1.28
C 3.42480 0.64519 1.09270 -0.437 -0.293 -0.034 -0.06
Ge 1.80290 -0.40161 1.86330 0.429 -0.103 0.002 -0.01
C 2.71220 -1.75081 3.14410 -0.232 0.183 -0.414 -0.09
C 3.31320 -1.29061 4.46190 -0.007 -0.023 -0.008 -1.44
C 1.27470 0.94699 3.24920 0.017 -0.310 -0.334 -1.07
C 0.16730 1.68939 3.37260 -0.140 -0.544 -0.932 -0.27
Ge -1.29350 1.53249 1.94450 -0.116 0.007 0.251 -0.23
C -1.44080 3.51299 1.29350 0.033 -0.696 -0.074 -0.02
C -2.37740 4.55469 1.89000 -0.012 -0.061 0.004 -1.10
C -2.95200 0.98779 3.09000 0.346 -0.041 -0.395 -0.42
C -4.20030 1.85739 3.11920 0.021 -0.078 -0.008 -1.19
C -0.00720 2.56169 4.53980 -0.143 0.413 0.513 0.73
C 0.99620 2.83709 5.47960 0.047 -0.009 -0.040 -0.55
C 0.75340 3.63819 6.57840 0.148 0.050 0.166 -0.76
C -0.49260 4.20489 6.78650 -0.142 0.129 0.110 -0.49
C -1.49380 3.96119 5.86170 -0.132 0.219 0.256 -1.02
C -1.24680 3.15919 4.76790 0.110 -0.087 -0.063 0.91
H 5.42330 1.40579 1.49060 0.120 0.064 0.055 0.40
H 5.03410 -0.10311 2.31550 0.093 -0.073 0.111 0.25
H 4.33510 1.41659 2.88330 0.071 0.042 0.170 0.20
H 3.74490 0.10219 0.20010 -0.026 -0.124 -0.164 -0.58
H 3.04270 1.61419 0.76250 -0.162 0.028 -0.072 0.57
H 3.48260 -2.25941 2.56250 0.044 -0.142 -0.129 0.28
H 1.94740 -2.50101 3.35740 -0.047 -0.090 -0.100 0.04
H 4.10640 -0.56261 4.30560 0.079 0.137 0.099 0.22
H 3.74330 -2.13681 5.00880 0.029 0.002 0.104 0.42
H 2.55650 -0.83601 5.09880 -0.038 0.068 0.134 0.31
H 2.01920 1.01189 4.03850 0.113 0.106 0.208 -0.32
H -1.67360 3.41479 0.23130 0.098 -0.049 -0.079 -0.47
H -0.41620 3.89109 1.35500 0.095 -0.129 -0.051 0.51
H -3.41490 4.22869 1.84820 -0.119 0.023 0.042 0.15
H -2.30740 5.50089 1.34120 -0.015 0.046 -0.011 0.41
H -2.12470 4.76239 2.92650 -0.082 0.101 0.106 0.33
H -2.62310 0.78259 4.11200 0.146 -0.020 -0.025 0.57
H -3.23470 0.02119 2.66230 0.075 -0.048 0.014 0.37
H -4.04760 2.79249 3.65740 -0.014 0.132 0.004 0.27
H -5.03130 1.33389 3.60400 -0.055 0.036 -0.010 0.38
H -4.51180 2.09969 2.10460 -0.167 0.155 -0.051 0.17
H 1.98690 2.42169 5.36270 0.024 -0.040 -0.087 0.40
H 1.54710 3.83009 7.29150 0.063 -0.029 -0.013 0.36
H -0.67590 4.82709 7.65500 -0.008 0.013 -0.013 0.35
H -2.47530 4.40169 5.99620 -0.033 -0.009 -0.009 0.36
H -2.02550 2.96539 4.05620 -0.170 0.020 -0.045 -0.43
S -2.23650 -2.53871 -1.94210 0.815 -0.309 -0.294 -0.35
C -3.58250 -1.68011 -1.40140 -0.137 0.058 0.049 0.03
C -4.89270 -2.07651 -1.75580 -0.117 -0.054 0.022 -0.95
C -5.96230 -1.33801 -1.33180 -0.130 0.190 0.028 -0.47
C -5.73830 -0.17861 -0.58530 -0.194 0.103 0.051 -0.78
C -4.43180 0.13019 -0.26160 -0.237 0.092 0.138 -0.44
N -3.38960 -0.59651 -0.62030 -0.034 -0.096 -0.170 0.73
H -5.01560 -2.96841 -2.35410 0.003 -0.025 0.012 0.46
H -6.97610 -1.64011 -1.57010 -0.024 -0.020 -0.071 0.33
H -6.55870 0.44579 -0.26090 -0.003 0.065 0.070 0.45
H -4.19950 1.00799 0.33030 0.011 0.104 0.088 -0.05
C -3.26450 -3.68441 1.75260 0.688 0.261 -0.044 -1.30
Si -1.49960 -2.89621 1.93040 -0.310 -0.153 0.421 -0.16
C -1.35680 -2.29511 3.76980 -0.051 -0.065 -0.551 -0.93
C -0.25610 -4.37591 1.97580 -0.442 0.751 -0.289 0.33
C -0.53960 -5.40861 2.86310 -0.152 -0.119 0.103 -0.33
C 0.31030 -6.48431 3.02890 -0.022 -0.158 0.136 -0.74
C 1.48530 -6.53021 2.30090 0.149 -0.194 0.033 -0.84
C 1.77850 -5.50821 1.41900 0.198 -0.140 0.000 -0.65
C 0.92720 -4.42351 1.23550 0.343 0.475 -0.422 0.93
Si 1.38450 -3.15431 -0.15870 -0.006 -0.405 -0.339 0.38
C 3.31810 -3.08891 -0.36480 -0.608 -0.030 0.300 -1.03
C 0.85640 -4.21531 -1.69390 0.097 0.335 0.345 -1.10
H -3.48540 -4.42851 2.51560 0.041 -0.120 0.210 0.41
H -3.35820 -4.15851 0.77990 0.036 -0.067 -0.232 0.25
H -4.02560 -2.90971 1.80360 -0.099 0.211 0.041 0.28
H -2.32260 -2.08551 4.21880 -0.293 0.073 0.041 0.37
H -0.77770 -1.37621 3.80570 0.147 0.217 0.034 -0.13
H -0.84480 -3.02541 4.38900 0.090 -0.227 0.118 0.61
H -1.45220 -5.37151 3.44340 -0.137 0.008 0.093 0.29
H 0.06540 -7.28151 3.72090 -0.033 -0.022 0.051 0.35
H 2.16880 -7.36261 2.42100 0.051 -0.045 -0.009 0.36
H 2.69460 -5.56851 0.84920 0.160 -0.027 -0.074 0.17
H 3.77610 -4.04621 -0.12650 0.116 -0.215 0.032 0.55
H 3.76160 -2.33791 0.27920 0.107 0.173 0.159 0.00
H 3.57550 -2.84511 -1.39250 -0.084 0.060 -0.225 0.19
H 1.23560 -5.23781 -1.63760 0.124 -0.120 0.144 0.44
H 1.21810 -3.75991 -2.61090 0.100 0.112 -0.186 0.15
H -0.22640 -4.25621 -1.76070 -0.177 -0.055 0.034 0.20
C 2.17050 -1.89721 -5.17980 -0.269 -0.303 -0.278 -1.29
N 3.05840 -1.08591 -4.40700 0.043 0.307 0.747 0.85
C 2.73920 -0.54411 -3.17670 -0.828 0.127 0.384 -1.75
Se 1.17370 -0.74141 -2.28160 0.547 0.091 -0.284 0.04
N 3.84030 0.18059 -2.77880 -0.453 -0.307 -0.053 0.57
C 4.83040 0.09719 -3.71750 0.664 0.107 -0.456 0.56
C 6.09840 0.65339 -3.79810 -0.202 -0.255 -0.296 -0.82
C 6.84060 0.38709 -4.95580 0.069 0.257 0.432 -0.49
C 6.34150 -0.39641 -5.97650 -0.331 -0.300 -0.293 -0.63
C 5.06680 -0.97111 -5.90200 0.100 0.307 0.402 -0.78
C 4.32400 -0.70671 -4.75850 0.657 0.048 -0.465 0.62
H 1.20010 -1.89411 -4.67940 0.054 0.004 -0.054 0.32
H 2.53320 -2.92711 -5.24040 0.002 0.050 0.009 0.35
H 2.06840 -1.49071 -6.18980 0.001 0.002 0.036 0.37
H 3.88060 0.61699 -1.87200 -0.051 -0.010 0.076 0.16
H 6.49670 1.27169 -3.00810 0.003 0.038 0.077 0.45
H 7.83010 0.81419 -5.05170 0.027 0.008 0.009 0.38
H 6.94020 -0.56591 -6.86160 0.043 -0.020 -0.005 0.38
H 4.67280 -1.57921 -6.70200 -0.034 -0.058 -0.039 0.43
C -2.18180 5.29359 -2.01170 -0.183 -0.352 -0.122 -1.25
C -3.01900 4.06369 -2.35210 -0.179 0.396 0.246 -0.05
O -2.29530 3.18809 -3.17110 0.408 -0.466 -0.265 -0.51
P -1.66090 1.74659 -2.54680 -0.322 0.755 0.002 0.39
O -2.73310 0.68379 -3.05270 0.053 0.013 0.132 0.08
C -3.07130 0.40939 -4.39900 -0.272 -0.112 -0.495 -0.10
C -4.44570 0.97699 -4.73330 0.278 -0.019 0.257 -1.21
O -0.58120 1.62809 -3.75820 -0.058 -0.269 -0.313 -0.19
C 0.57200 2.43929 -3.74240 0.339 0.180 -0.073 -0.02
C 1.26630 2.29189 -5.08900 -0.241 0.042 0.360 -1.42
H -2.75450 5.98299 -1.39520 -0.035 0.130 0.071 0.42
H -1.87180 5.79169 -2.92950 0.018 0.079 -0.046 0.36
H -1.29360 4.98749 -1.46280 0.079 0.017 0.081 0.22
H -3.91950 4.36189 -2.91020 0.071 -0.058 0.206 0.35
H -3.33690 3.56399 -1.43010 -0.080 0.014 0.027 0.10
H -3.08220 -0.68101 -4.48970 0.109 0.076 0.012 0.37
H -2.31030 0.82329 -5.06590 -0.062 -0.115 0.009 0.12
H -5.18520 0.59789 -4.03150 -0.077 -0.076 0.079 0.23
H -4.73650 0.68709 -5.74170 -0.024 -0.015 -0.125 0.40
H -4.42680 2.06219 -4.65870 -0.025 0.116 -0.049 0.24
H 1.23920 2.11699 -2.93410 -0.056 0.003 -0.018 0.19
H 0.29730 3.48769 -3.56700 -0.010 -0.068 -0.032 0.28
H 1.47060 1.24119 -5.27740 0.058 -0.140 -0.024 0.11
H 2.20270 2.84269 -5.08690 0.176 0.083 -0.041 0.41
H 0.62910 2.67239 -5.88510 -0.040 0.018 -0.083 0.41